Molecular formula: C11H16Si
Method: DFT, wB97M-V/def2-TZVPD

The geometry in XYZ format:
```
28
Properties=species:S:1:pos:R:3:forces:R:3
C -4.007642 0.060578 0.337054 0.53 0.41 0.69
C -3.337908 -1.166327 0.469654 -1.90 -0.64 -0.60
C -3.266639 1.215009 -0.076625 -0.65 -0.44 -0.19
C -2.006007 -1.385492 0.052840 -1.71 2.68 0.32
C -1.936132 1.038405 -0.328473 0.35 -3.05 -0.27
C -1.308553 -0.281356 -0.347053 -1.63 1.49 0.03
C -0.659783 1.691228 -0.699516 1.39 0.72 -1.15
C -0.009003 0.245222 -0.829083 2.62 -1.05 -3.08
C 2.948511 1.177538 -0.410375 -1.40 0.53 4.00
C 2.645797 -1.708140 -0.672950 0.99 -1.01 0.66
C 1.476535 -0.347382 1.954212 -0.33 -0.68 -1.96
Si 1.645782 -0.194856 -0.001365 1.40 -0.44 1.11
H -5.074201 0.167875 0.679667 1.23 -0.22 -0.71
H -4.012861 -2.060113 0.674091 1.21 1.15 0.07
H -3.764631 2.142569 -0.347357 -0.02 0.03 0.53
H -1.691839 -2.342061 0.028756 1.39 -3.03 -0.11
H -0.654063 2.300064 -1.712344 0.34 -0.61 2.57
H -0.232320 2.038617 0.294275 -0.21 0.97 -1.68
H 0.554143 -0.113712 -2.145377 -2.29 1.05 3.41
H 2.580383 2.153581 0.050198 0.45 -1.09 -0.05
H 3.909134 0.931406 0.084480 -0.49 0.09 -0.22
H 3.136622 1.505242 -1.357139 0.41 0.14 -3.02
H 2.190249 -2.721802 -0.798965 0.11 0.88 0.26
H 2.914272 -1.370246 -1.650661 -0.03 0.14 -1.14
H 3.732531 -1.902083 -0.259433 -2.26 0.63 -0.05
H 1.135992 0.606686 2.249875 0.48 1.54 0.82
H 0.693341 -0.946658 2.396542 -0.38 -0.76 -0.54
H 2.398298 -0.733796 2.365070 0.41 0.56 0.27
```
Forces are in eV/Å.

## Properties
ΔE to the lowest compared entry with this formula, charge and spin   335.0 kJ/mol
Gap between HOMO and LUMO   9.3 eV
2S+1   1

Mulliken atomic charge list, values in e, 6 entries: -0.342 -0.359 -0.686 -0.875 -0.005 0.131

---

Molecular formula: C11H17B3INO4S
Method: DFT, wB97M-V/def2-TZVPD

The geometry in XYZ format:
```
38
Properties=species:S:1:pos:R:3:forces:R:3
C -0.457473 3.130417 3.227172 0.05 0.11 -0.05
C -0.621670 2.120867 2.117464 0.05 -0.10 0.01
C -1.349974 2.516330 0.997269 -0.03 -0.05 -0.21
C -1.573510 1.662380 -0.071868 0.03 -0.03 0.07
C -1.075978 0.367264 -0.021121 -0.01 0.07 0.00
C -0.364777 -0.045932 1.092562 -0.03 0.04 0.08
C -0.113351 0.812649 2.167904 -0.10 -0.06 -0.02
C 0.653580 0.320828 3.382817 -0.08 0.12 -0.14
B 1.870942 -0.631696 3.178492 -0.07 -0.66 0.34
O 2.860667 -0.700220 4.165245 -0.09 0.86 -0.18
B 4.118843 -0.531584 3.642149 0.30 -0.56 0.02
S 5.247000 0.667611 4.369744 -0.05 0.13 0.27
O 4.463122 -1.259914 2.502660 -0.20 0.47 -0.15
B 3.417884 -1.667484 1.721506 -0.09 -0.54 -0.12
I 3.808658 -2.728563 -0.093707 0.01 0.05 0.11
O 2.115257 -1.421434 2.060467 0.24 0.50 -0.21
H -0.365429 4.130583 2.799388 -0.07 -0.02 0.04
H 0.426870 2.970785 3.840611 -0.04 -0.02 0.00
H -1.328144 3.135343 3.889022 0.06 -0.04 0.01
H -1.753040 3.523675 0.962595 0.05 -0.02 0.02
H -2.136961 1.995901 -0.935058 0.01 -0.03 0.03
H -1.249348 -0.314365 -0.843885 -0.08 0.05 0.04
H -0.006750 -1.066371 1.119944 0.05 0.05 0.06
H 1.077571 1.174396 3.918439 -0.05 -0.11 0.08
H -0.036173 -0.134544 4.106518 0.04 -0.04 0.01
H 6.145581 0.658272 3.381730 0.08 -0.20 -0.08
C -2.619154 -2.313072 -5.913305 -0.12 0.03 0.08
N -2.999791 -1.664682 -4.675164 0.00 -0.02 -0.04
C -2.199225 -1.046380 -3.767450 0.05 0.00 -0.02
C -0.715048 -1.013127 -4.056244 -0.01 0.02 0.05
O -2.669853 -0.541995 -2.761739 -0.02 0.01 -0.02
H -3.105703 -1.837018 -6.766250 0.04 0.01 -0.02
H -2.902325 -3.366882 -5.902483 0.04 -0.02 -0.01
H -1.545447 -2.249821 -6.053862 0.01 -0.01 -0.02
H -3.975788 -1.653051 -4.424061 0.00 0.00 0.01
H -0.225036 -0.488205 -3.241914 -0.02 0.01 0.01
H -0.306342 -2.021805 -4.125293 0.01 0.00 -0.04
H -0.509686 -0.489153 -4.990294 0.02 -0.03 -0.02
```
Forces are in eV/Å.

## Properties
Gap between HOMO and LUMO   8.9 eV
SMILES string   Cc1ccccc1CB1OB(S)OB(I)O1.CNC(C)=O
2S+1   1

Mulliken atomic charge list, values in e, 6 entries: -1.700 0.933 -0.522 -0.704 -0.556 -0.822

---

Molecular formula: C11H17BF16NbO4
Method: DFT, wB97M-V/def2-TZVPD

The geometry in XYZ format:
```
50
Properties=species:S:1:pos:R:3:forces:R:3
O 3.850382 -2.760951 0.576111 -0.30 0.25 -0.08
B 3.118530 -1.613637 0.246915 0.25 -0.07 -0.44
O 3.572208 -0.854526 -0.886165 -0.08 -0.27 0.32
C 1.925161 -1.157589 1.083782 0.91 0.11 -0.12
Nb 0.153849 -2.181350 0.189165 -0.42 -0.27 0.72
H 4.472295 -2.992848 -0.123140 -0.09 0.17 0.12
H 3.285050 -1.219720 -1.730828 -0.12 0.02 0.25
H 1.882561 -1.462954 2.148409 -0.15 0.02 -0.42
H 1.630959 -0.101864 0.928219 -0.15 -0.44 0.01
H -0.754198 -0.903509 -0.746190 0.11 -0.79 0.29
H -1.257158 -1.612641 1.257085 0.13 0.15 -0.34
H -0.052962 -3.870008 0.924795 -0.43 0.56 -0.30
H 1.223510 -2.453240 -1.354242 -0.36 0.46 0.06
H -0.947285 -3.030657 -0.982780 0.66 0.02 -0.08
C 2.626081 1.994799 2.564613 0.10 -0.19 0.07
C 2.576118 2.665973 1.190779 -0.25 -0.26 -0.41
C 3.522592 2.132081 0.104463 -0.10 0.20 0.13
F 4.801208 2.343416 0.507358 0.09 -0.02 -0.02
F 3.324917 2.860146 -1.024810 0.00 0.00 0.01
F 2.726297 4.002155 1.292126 -0.05 0.14 0.12
F 1.306339 2.416567 0.723190 0.24 0.16 0.01
O 3.401601 2.693227 3.533234 -0.05 0.45 -0.17
C 4.698436 2.423936 3.787351 0.33 -0.16 0.32
C 5.577021 3.694467 3.686738 -0.24 -0.20 0.04
F 5.552388 4.190926 2.437235 -0.04 0.01 -0.02
F 6.858297 3.377592 3.988068 0.00 -0.04 0.02
F 5.196863 1.430281 3.039506 0.00 0.01 -0.06
F 4.809327 2.021618 5.096331 -0.06 0.02 -0.20
H 1.602252 2.038068 2.932686 0.08 -0.08 0.08
H 2.921551 0.950238 2.452336 0.03 0.08 0.08
H 3.368585 1.077438 -0.120216 0.00 -0.04 0.00
H 5.215274 4.442774 4.393892 -0.01 0.04 -0.03
C -5.737920 -0.269559 -3.276903 0.02 -0.05 -0.10
C -5.500143 0.462429 -1.952527 0.16 0.35 0.01
C -4.038653 0.603700 -1.494331 -0.18 -0.05 -0.17
F -3.511874 -0.605094 -1.277504 -0.04 -0.08 0.09
F -4.014460 1.318581 -0.349635 0.00 0.01 0.08
F -6.254966 -0.055322 -0.970797 -0.06 -0.04 0.04
F -5.930411 1.755878 -2.174570 0.04 -0.15 0.04
O -6.128653 -1.624162 -3.143850 -0.12 0.06 0.39
C -5.245446 -2.660373 -3.193729 0.07 -0.33 -0.22
C -5.364049 -3.564483 -1.943884 -0.08 0.20 -0.26
F -5.065983 -2.867243 -0.837688 0.00 0.04 0.03
F -4.503996 -4.594574 -2.060915 0.02 -0.01 -0.03
F -3.987804 -2.263216 -3.404863 0.03 0.04 0.04
F -5.596286 -3.450253 -4.257431 0.05 0.13 0.11
H -6.596317 0.236437 -3.718089 0.06 -0.10 -0.10
H -4.869517 -0.143871 -3.925024 -0.05 -0.07 0.00
H -3.456904 1.129212 -2.256114 0.06 0.02 0.02
H -6.384668 -3.948293 -1.878165 -0.01 0.00 0.05
```
Forces are in eV/Å.

## Properties
ΔE to the lowest compared entry with this formula, charge and spin   0.0 kJ/mol
Gap between HOMO and LUMO   7.5 eV
2S+1   1
Total charge   -1

Mulliken atomic charge list, values in e, 6 entries: -0.565 0.987 -0.606 -1.564 -0.951 0.273

---

Molecular formula: C11H17BF8O
Method: DFT, wB97M-V/def2-TZVPD

The geometry in XYZ format:
```
38
Properties=species:S:1:pos:R:3:forces:R:3
C 4.168303 0.017146 -1.190694 -0.35 -0.35 0.29
C 2.950777 -0.308644 -0.101944 0.56 -0.87 -0.13
C 3.490702 -1.610502 0.777820 -0.11 0.00 -0.44
C 2.589241 0.987738 0.840042 0.74 -0.21 0.14
B 1.838772 2.221371 0.047189 -0.58 -1.18 0.01
C 0.533044 2.071908 -0.953285 -0.39 -0.16 -0.64
C -0.891748 2.560141 -0.246626 1.20 0.25 -0.48
O -1.265364 1.515109 0.723806 -1.87 -0.23 -1.66
C -2.632985 1.013252 0.465712 -0.70 1.71 0.97
C -2.951330 -0.174721 1.541625 -0.06 1.70 2.73
F -2.205128 0.195487 2.802760 -2.38 -1.31 -3.68
F -4.405311 -0.149907 1.952396 4.57 -0.34 -1.62
C -2.453650 -1.670993 1.138921 0.51 -2.41 2.18
F -1.154350 -2.007311 1.812600 -4.21 1.23 -2.30
F -3.463684 -2.658097 1.668786 3.18 2.94 -1.86
C -2.266831 -1.983026 -0.451168 2.22 -1.61 -0.92
F -1.094407 -1.269632 -1.084075 -3.97 -2.05 2.36
F -1.885244 -3.444244 -0.537738 -1.28 4.44 0.24
C -3.611560 -1.829330 -1.373609 -0.93 -0.66 -2.15
F -3.293746 -0.918402 -2.536452 -1.25 -2.09 3.81
F -4.842912 -1.450161 -0.646962 4.05 -0.38 -2.02
H 4.073202 -0.771267 -2.076098 0.30 1.82 1.84
H 4.110371 1.113514 -1.606222 0.10 -2.14 0.70
H 5.215941 -0.145452 -0.670479 -2.12 0.45 -1.04
H 2.023151 -0.687401 -0.741503 1.80 0.98 1.50
H 2.596129 -2.302648 1.131239 1.90 1.62 -0.49
H 4.182606 -1.275143 1.683050 -1.64 -0.66 -1.87
H 4.150990 -2.259542 0.060415 -1.22 1.12 1.37
H 3.614302 1.390600 1.292281 -2.08 -0.91 -0.88
H 1.925344 0.694166 1.783707 1.20 0.39 -1.99
H 2.269065 3.317189 0.213762 -0.04 0.22 0.08
H 0.674912 2.768971 -1.909088 -0.22 -1.48 1.94
H 0.478990 0.942041 -1.299948 -0.39 2.35 0.54
H -1.730833 2.752499 -1.061903 1.73 -0.50 1.75
H -0.676645 3.561845 0.349705 -0.67 -2.04 -1.22
H -2.854862 0.757543 -0.653933 0.65 0.03 2.07
H -3.360920 1.918402 0.741380 1.20 -2.19 -0.47
H -3.844336 -2.882498 -1.885470 0.56 2.51 1.33
```
Forces are in eV/Å.

## Properties
Gap between HOMO and LUMO   10.1 eV
SMILES string   CC(C)CBCCOCC(F)(F)C(F)(F)C(F)(F)C(F)F
2S+1   1

Mulliken atomic charge list, values in e, 6 entries: -1.128 0.855 -1.095 -0.750 0.300 -0.285

---

Molecular formula: C11H17BN6Pd
Method: DFT, wB97M-V/def2-TZVPD

The geometry in XYZ format:
```
36
Properties=species:S:1:pos:R:3:forces:R:3
C -3.126092 0.502182 -0.136091 -0.17 -0.51 -0.44
N -1.988233 -0.211670 -0.110797 -0.04 -0.15 0.24
N -2.304231 -1.508293 -0.458743 0.41 0.36 -0.15
C -3.612341 -1.576416 -0.780577 0.41 1.12 0.29
C -4.171340 -0.315741 -0.599501 0.73 -0.07 0.22
B -1.282167 -2.669896 -0.343772 -0.08 0.67 -0.27
N -0.069058 -2.444547 -1.290805 0.14 -0.39 -0.98
N 0.813120 -1.398265 -1.151208 0.51 -0.88 0.16
C 1.831828 -1.612116 -2.005566 -0.76 -0.27 -0.34
C 1.558865 -2.765579 -2.761292 0.57 0.85 0.22
C 0.358600 -3.264742 -2.271897 -0.62 0.89 0.99
Pd 0.098948 0.183805 0.229407 0.31 -1.71 -2.06
N -0.704551 -2.604624 1.101346 -0.02 -0.71 0.82
N -0.057867 -1.475274 1.536091 0.24 0.03 1.43
C 0.337618 -1.674306 2.805033 -0.32 -0.36 -0.58
C -0.066271 -2.957108 3.191011 0.61 0.90 0.62
C -0.719709 -3.512501 2.093064 -0.23 1.18 -1.84
H 0.874291 -0.923648 3.369027 -0.08 -0.08 -0.10
H -1.184549 -4.461691 1.949470 -0.17 -0.44 0.00
H 0.092405 -3.418102 4.134114 0.11 -0.27 0.55
H -1.806534 -3.718345 -0.556581 0.10 0.06 0.03
H -0.220933 -4.110208 -2.572762 -0.12 -0.39 -0.02
H -4.043565 -2.489433 -1.140771 -0.09 -0.21 0.05
H 2.133697 -3.160873 -3.565489 0.36 -0.26 -0.23
H -5.176948 -0.013255 -0.800912 -0.26 0.04 0.06
H 2.712396 -0.978927 -2.071109 -0.42 0.03 0.10
H -3.179823 1.543363 0.167485 0.19 -0.23 -0.22
H 2.191497 1.344247 -0.193213 0.09 -0.24 0.23
C 2.666166 2.109092 -0.827325 0.00 0.20 -0.33
H 3.494007 1.655006 -1.380130 -0.23 0.04 0.15
H 1.919061 2.497857 -1.523592 0.18 0.01 0.03
H 3.046733 2.916443 -0.193506 -0.17 -0.25 -0.05
C -0.187576 1.939853 0.927887 -1.54 0.93 1.81
H 0.664772 2.061768 1.610986 -0.01 0.05 -0.27
H -1.131568 1.918961 1.480553 0.21 0.41 -0.04
H -0.226171 2.643551 0.085690 0.17 -0.36 -0.08
```
Forces are in eV/Å.

## Properties
Gap between HOMO and LUMO (spin up / spin down)   6.9 / 3.0 eV
⟨S²⟩   2.03
2S+1   3
Total charge   +2

Mulliken atomic charge list, values in e, 6 entries: -0.113 0.028 0.065 -0.037 -1.130 0.287

---

Molecular formula: C11H17BrCa2Cl4KN3NaO8PS
Method: DFT, wB97M-V/def2-TZVPD

The geometry in XYZ format:
```
50
Properties=species:S:1:pos:R:3:forces:R:3
C -2.625653 0.098423 -1.723957 -1.34 0.10 1.04
C -3.426523 0.534747 -0.917399 0.61 0.24 -1.18
O -4.111772 1.143857 -0.036460 0.33 -0.37 0.14
P -2.914701 1.941996 0.970313 -0.11 1.52 1.28
O -3.456330 2.708208 2.062693 -1.53 -1.33 -0.05
O -2.031588 0.686324 1.393707 -0.35 -0.48 -0.42
O -2.126655 2.734676 -0.093956 0.63 -0.71 0.17
C -0.784162 2.229963 -0.326732 0.61 1.14 -1.22
C 0.275130 2.366079 0.745064 -1.89 -1.37 0.67
C 1.249426 1.296442 0.395937 1.47 1.68 1.36
C 2.243782 0.918251 1.478270 0.09 -0.53 0.35
C 1.972389 -0.379232 2.270267 -0.40 0.60 -0.67
C 2.018265 -1.726194 1.544508 -0.11 -0.29 0.77
C 3.424541 -2.263840 1.263658 -0.41 0.12 0.14
S 3.673510 -2.534325 -0.506123 0.85 0.18 -0.37
C 2.931884 -4.082095 -0.577625 0.20 0.09 0.58
N 2.800847 -4.997737 0.330127 -0.25 -0.18 -0.15
N 2.058712 -6.019259 -0.253881 -0.05 -0.17 0.40
C 1.806736 -5.638381 -1.440270 0.43 -0.14 0.73
O 2.329632 -4.434213 -1.742356 -0.29 0.06 -0.79
H -1.705131 -0.007488 -2.225672 0.44 1.67 -0.43
H -2.630005 0.075474 1.845075 0.29 -0.13 0.37
H -0.414888 2.777355 -1.187054 -0.20 0.18 -0.27
H -0.858302 1.193766 -0.631859 -0.18 0.06 0.06
H 0.726780 3.437361 0.751326 1.02 -0.40 -0.35
H -0.084462 2.172834 1.755851 -0.39 0.24 0.12
H 1.752206 1.625688 -0.506006 0.31 -0.12 -0.09
H 0.548566 0.344561 0.219454 0.37 0.70 0.40
H 3.267627 0.940947 1.097547 -0.34 0.14 0.24
H 2.137127 1.719952 2.210837 0.26 0.36 0.04
H 0.976089 -0.268248 2.703145 -0.11 -0.14 0.27
H 2.694268 -0.401710 3.081617 0.00 -0.05 0.27
H 1.546777 -2.425016 2.236002 -0.07 -0.21 0.04
H 1.417891 -1.749981 0.633513 0.22 -0.14 0.85
H 4.196829 -1.588834 1.610754 0.20 0.23 -0.27
H 3.555540 -3.207832 1.773295 0.23 -0.22 -0.03
H 1.230792 -6.173777 -2.160396 -0.24 -0.33 0.60
Ca 1.205597 -5.760526 -4.250799 -0.31 0.68 -1.05
Br 1.234633 -0.587462 -1.191656 -1.43 -1.27 -2.89
Cl -2.752685 5.253058 2.451506 0.08 -0.33 -0.67
Cl -4.013685 7.083750 4.235148 -1.61 0.66 0.88
Ca -1.922523 -2.008712 -2.401060 0.50 -1.48 -1.57
Cl 4.328639 0.652583 -0.661743 0.29 -0.41 -0.55
Cl 2.474940 4.218458 0.329448 -0.27 0.10 0.04
K -5.125530 5.767010 6.350675 0.42 0.10 0.50
Na -5.880005 5.363408 3.078524 1.59 0.48 -0.65
N -3.309386 -0.756692 -6.522317 0.02 -0.19 -0.01
O -2.976402 -0.818824 -5.281249 0.39 -0.36 1.26
O -2.435989 -0.554390 -7.359362 0.12 0.01 0.02
O -4.492780 -0.900403 -6.820329 -0.09 -0.01 0.08
```
Forces are in eV/Å.

## Properties
Gap between HOMO and LUMO   2.3 eV
2S+1   1

Mulliken atomic charge list, values in e, 6 entries: -1.206 0.671 -0.401 0.740 -0.545 -0.370

---

Question: Look up the 2S+1 of the first one.
Answer: 1

---

Question: What is the formula in the third record?
Answer: C11H17BF16NbO4

---

Question: Among the records above, which one has the highest 2S+1?
Answer: C11H17BN6Pd